# 1
{"formula": "CH5FN2", "method": "wB97M-V/def2-TZVPD", "homo_lumo_gap_ev": 12.080, "lumo_energy_ev": 0.472, "smiles": "[H]/N=N\\F.C", "homo_energy_ev": -11.61, "e_above_lowest_ev": 2.702, "symbols": ["H", "N", "N", "F", "C", "H", "H", "H", "H"], "xyz": [[3.227, -0.073, 0.896], [2.868, 0.684, 0.275], [1.854, 0.507, -0.273], [1.197, -0.808, -0.087], [-1.868, -0.065, -0.217], [-2.019, -0.975, -0.753], [-0.791, 0.208, -0.396], [-2.061, -0.301, 0.848], [-2.406, 0.824, -0.293]]}

***

# 2
{"formula": "C4H9NO", "method": "wB97M-V/def2-TZVPD", "homo_lumo_gap_ev": 11.279, "lumo_energy_ev": 0.961, "smiles": "CCOC.C#N", "homo_energy_ev": -10.32, "e_above_lowest_ev": 2.100, "symbols": ["C", "C", "O", "C", "H", "H", "H", "H", "H", "H", "H", "H", "C", "N", "H"], "xyz": [[-1.145, 0.064, -1.521], [0.240, 0.011, -0.907], [0.247, 0.778, 0.286], [1.518, 0.794, 0.886], [-1.512, 1.095, -1.521], [-1.113, -0.292, -2.555], [-1.851, -0.561, -0.967], [0.992, 0.420, -1.601], [0.526, -1.030, -0.684], [1.448, 1.396, 1.796], [2.271, 1.243, 0.221], [1.852, -0.222, 1.151], [-1.161, -1.208, 1.838], [-1.432, -2.310, 1.630], [-0.879, -0.177, 1.948]]}

***

E_tot for the records above, in order: -250.36298 -287.75527 Ha